1.
A cluster of 4 separate species, C14H39IN3O3S in total. Source: OMol25; level of theory: ωB97M-V/def2-TZVPD.

```
! RIJCOSX wB97M-V def2-TZVPD def2/J DEFGRID3
* xyz 1 1
C 3.256 0.232 -3.044
S 1.832 0.951 -2.198
C 0.375 0.005 -2.714
I 1.605 3.228 -2.864
H 4.032 0.145 -2.294
H 2.961 -0.750 -3.393
H 3.589 0.830 -3.883
H -0.087 -0.300 -1.780
H -0.313 0.619 -3.284
H 0.725 -0.866 -3.254
C 1.172 1.149 1.457
C -0.330 1.060 1.212
C -1.182 1.556 2.387
O -1.253 0.649 3.463
C -0.176 0.701 4.388
N -0.663 -0.314 0.816
H 1.531 0.378 2.138
H 1.686 0.995 0.511
H 1.458 2.121 1.861
H -0.565 1.707 0.356
H -2.211 1.673 2.036
H -0.845 2.542 2.733
H 0.191 1.723 4.515
H 0.650 0.052 4.085
H -0.553 0.345 5.345
H -1.645 -0.358 0.556
H -0.601 -0.896 1.649
C 3.658 -4.683 2.643
C 2.496 -3.752 2.313
C 2.926 -2.319 1.964
O 3.296 -1.521 3.071
C 4.630 -1.695 3.521
N 1.526 -3.794 3.408
H 4.054 -4.501 3.641
H 3.324 -5.719 2.617
H 4.473 -4.573 1.925
H 2.002 -4.150 1.421
H 2.065 -1.811 1.516
H 3.728 -2.319 1.210
H 5.310 -1.893 2.688
H 4.705 -2.501 4.252
H 4.935 -0.769 4.009
H 0.692 -3.274 3.149
H 1.915 -3.282 4.196
C -3.973 0.426 -4.029
C -3.685 1.183 -2.738
C -4.668 2.321 -2.438
O -4.466 3.484 -3.214
C -5.082 3.484 -4.492
N -2.296 1.669 -2.762
H -3.680 0.996 -4.910
H -3.416 -0.511 -4.050
H -5.033 0.187 -4.116
H -3.772 0.469 -1.914
H -4.517 2.636 -1.402
H -5.706 1.978 -2.522
H -6.040 2.957 -4.473
H -4.436 3.037 -5.251
H -5.261 4.521 -4.768
H -2.072 2.082 -1.859
H -2.271 2.458 -3.405
*
```

Calculated values
- Electronic energy: -1642.3474 Eh
- Maximum force: 0.59 eV/Å



2.
A structure of composition C37H39F6N5O3PW. Source: OMol25; level of theory: ωB97M-V/def2-TZVPD.

```
! RIJCOSX wB97M-V def2-TZVPD def2/J DEFGRID3
* xyz 1 1
W 0.803 -0.246 0.077
C 3.542 0.160 4.292
C 2.242 0.240 3.544
C 2.039 1.157 2.560
C 0.782 1.290 1.859
C 0.374 2.687 1.425
C -0.178 0.278 2.151
C 0.005 -0.650 3.234
C -1.135 -1.555 3.601
C 1.185 -0.649 3.907
H 3.393 0.402 5.346
H 4.280 0.851 3.886
H 3.955 -0.851 4.251
H 2.823 1.868 2.327
H -0.415 3.056 2.085
H 0.015 2.732 0.400
H 1.216 3.369 1.515
H -1.206 0.435 1.840
H -0.826 -2.302 4.333
H -1.516 -2.067 2.715
H -1.958 -0.980 4.033
H 1.336 -1.332 4.737
N 1.285 -1.482 -1.733
C 0.423 -2.689 -1.796
C -0.179 -2.994 -0.431
O -0.490 -4.122 -0.123
O -0.355 -1.953 0.345
H 1.181 -0.925 -2.575
H 2.263 -1.754 -1.699
H 0.965 -3.558 -2.162
H -0.414 -2.498 -2.472
C 4.843 1.171 -0.826
C 3.375 1.382 -1.191
O 2.504 0.722 -0.363
C 3.176 0.922 -2.657
F 3.592 -0.361 -2.780
F 3.853 1.640 -3.545
F 1.876 0.933 -3.021
C 3.067 2.901 -1.090
F 3.879 3.644 -1.846
F 3.226 3.306 0.176
F 1.805 3.179 -1.452
H 5.096 0.115 -0.892
H 5.015 1.525 0.188
H 5.487 1.722 -1.509
N -0.617 0.526 -0.772
P -2.156 0.626 -1.236
C -3.229 1.183 0.099
C -4.306 0.442 0.577
C -5.089 0.949 1.605
C -4.803 2.190 2.153
C -3.741 2.941 1.664
C -2.958 2.443 0.637
C -2.287 1.880 -2.512
C -3.543 2.229 -3.009
C -3.648 3.220 -3.968
C -2.504 3.869 -4.423
C -1.257 3.531 -3.920
C -1.144 2.534 -2.960
C -2.781 -0.923 -1.908
C -2.873 -1.084 -3.292
C -3.278 -2.299 -3.823
C -3.598 -3.354 -2.980
C -3.518 -3.196 -1.603
C -3.111 -1.987 -1.065
H -4.550 -0.520 0.148
H -5.927 0.371 1.973
H -5.416 2.580 2.954
H -3.529 3.919 2.077
H -2.144 3.037 0.242
H -4.434 1.731 -2.643
H -4.619 3.494 -4.358
H -2.590 4.647 -5.171
H -0.371 4.042 -4.270
H -0.174 2.264 -2.554
H -2.622 -0.267 -3.954
H -3.345 -2.419 -4.896
H -3.912 -4.302 -3.397
H -3.750 -4.022 -0.944
H -3.023 -1.882 0.007
N 2.096 -4.749 3.178
C 2.621 -3.704 2.483
C 1.761 -2.803 1.822
N 2.226 -1.761 1.151
C 3.568 -1.586 1.163
C 4.389 -2.471 1.816
N 3.936 -3.540 2.473
H 1.169 -5.064 2.948
H 2.747 -5.450 3.491
H 0.695 -2.958 1.845
H 3.945 -0.709 0.670
H 5.462 -2.321 1.816
*
```

Calculated values
- Energy above the lowest of the compared OMol25 structures with the same formula, charge and spin: 0.338 eV
- Electronic energy: -2940.4488 Eh
- Maximum force: 1.34 eV/Å



3.
A cluster of 2 separate species, C2H6Se in total. Source: OMol25; level of theory: ωB97M-V/def2-TZVPD.

```
! RIJCOSX wB97M-V def2-TZVPD def2/J DEFGRID3
* xyz 0 1
C -1.937 -0.335 -0.366
C 1.863 0.905 0.875
Se 3.143 0.114 0.032
H -2.663 -1.232 -0.377
H -1.076 -0.471 -1.025
H -1.324 -0.333 0.528
H 2.446 1.423 1.632
H -2.611 0.558 -0.489
H 2.158 -0.629 -0.811
*
```

Calculated values
- Energy above the lowest of the compared OMol25 structures with the same formula, charge and spin: 3.271 eV
- Electronic energy: -2481.0723 Eh
- Maximum force: 2.28 eV/Å



4.
An isolated molecule of C5H6N4O2. Source: OMol25; level of theory: ωB97M-V/def2-TZVPD.

```
! RIJCOSX wB97M-V def2-TZVPD def2/J DEFGRID3
* xyz 0 1
O 1.972 -1.658 -0.145
C 2.671 -0.666 -0.030
O 3.995 -0.749 0.148
C 2.231 0.741 -0.077
N 1.137 1.412 -0.117
N -0.157 1.238 -0.118
C -1.099 0.213 -0.067
C -2.471 0.324 0.064
C -2.916 -1.003 0.059
N -1.909 -1.848 -0.061
N -0.811 -1.104 -0.138
H 4.271 -1.679 0.177
H 3.086 1.411 -0.074
H -0.616 2.146 -0.130
H -3.050 1.220 0.150
H -3.921 -1.365 0.137
H 0.113 -1.527 -0.225
*
```

Calculated values
- Energy above the lowest of the compared OMol25 structures with the same formula, charge and spin: 2.239 eV
- Electronic energy: -563.5794 Eh
- Structure (SMILES): O=C(O)/C=N\Nc1ccn[nH]1
- Maximum force: 1.51 eV/Å



What is the formula in the second record? C37H39F6N5O3PW